A 2-piece molecular cluster, C3H10NS overall in a non-equilibrium geometry, computed with wB97M-V/def2-TZVPD.

The geometry in XYZ format:
```
15
Properties=species:S:1:pos:R:3:forces:R:3
C 2.58732 0.68060 -1.32811 -0.3 -0.5 0.8
S 1.83658 -0.96191 -1.74754 0.1 0.4 0.1
H 3.62646 0.45589 -1.08049 0.2 0.6 -0.6
H 2.23347 1.17196 -0.39887 -0.4 -0.4 -0.1
H 2.40116 1.42468 -2.10275 0.6 -0.1 -0.2
C -1.03889 0.38019 -0.32923 0.6 0.7 0.4
N -1.28093 0.34311 1.14302 0.1 -0.5 -0.3
C -1.67361 -1.00115 1.57028 0.0 -0.8 -1.0
H -0.00300 0.15788 -0.65490 -0.5 -0.5 0.4
H -1.19611 1.40981 -0.66545 -0.5 -0.1 -0.2
H -1.70573 -0.33792 -0.79802 -0.1 0.3 -0.3
H -0.37150 0.51473 1.54791 0.0 0.2 0.3
H -0.81881 -1.67842 1.70287 0.0 0.1 0.5
H -2.39191 -1.05178 2.38738 0.3 0.3 0.5
H -2.20450 -1.50765 0.75391 -0.1 0.3 -0.1
```
Positions in Å, forces in eV/Å.

Calculated values
- Energy relative to the best compared isomer or geometry (same formula, charge and spin): 1.570 eV
- Multiplicity: 1
- Highest occupied orbital energy: -2.223 eV
- Gap between HOMO and LUMO: 6.212 eV
- DFT total energy: -15598.231 eV
- Max |F|: 1.3 eV/Å
- Total charge: -1

Results of the Löwdin charge analysis, in e, for atoms 1 through 4: number 1, C, carries -0.7175; number 2, S, carries -0.0013; number 3, H, carries -0.0371; number 4, H, carries -0.0182

An isolated ion of composition C2H6N3 and charge +1 in a non-equilibrium geometry, computed with wB97M-V/def2-TZVPD.

The geometry in XYZ format:
```
11
Properties=species:S:1:pos:R:3:forces:R:3
C 1.81791 -0.40997 0.12364 -0.6 2.5 -3.9
C -0.82431 -0.58243 -0.31089 0.1 2.8 -1.0
N 2.16285 -0.92814 1.21562 -0.5 -1.3 1.3
N 2.36021 -1.54468 2.12065 0.6 -0.4 1.5
N 0.46437 0.29882 0.04617 0.6 -0.1 2.6
H 2.63030 0.00281 -0.48727 -0.7 -0.3 0.1
H -0.78493 -0.91688 -1.36673 0.5 0.0 0.8
H -0.80679 -1.34858 0.41315 -0.3 -0.9 0.6
H -1.72675 0.11486 -0.26014 1.3 -1.0 0.4
H 0.43281 0.66306 1.11822 -0.9 -0.4 -3.4
H 0.55786 1.10366 -0.62358 -0.1 -0.8 1.0
```
Positions in Å, forces in eV/Å.

Calculated values
- Energy relative to the best compared isomer or geometry (same formula, charge and spin): 3.666 eV
- Multiplicity: 1
- Highest occupied orbital energy: -14.054 eV
- Gap between HOMO and LUMO: 9.462 eV
- DFT total energy: -6631.421 eV
- Max |F|: 4.7 eV/Å
- Total charge: +1

Results of the Löwdin charge analysis, in e, for atoms 1 through 4: number 1, C, carries -0.1371; number 2, C, carries 0.0469; number 3, N, carries -0.1012; number 4, N, carries 0.3159

An isolated ion of composition C6H16NO and charge +1 in a non-equilibrium geometry, computed with wB97M-V/def2-TZVPD.

The geometry in XYZ format:
```
24
Properties=species:S:1:pos:R:3:forces:R:3
C -2.86094 -0.91726 0.77530 -2.1 -1.4 -0.2
C -1.72925 -0.78928 -0.20851 0.8 1.9 -1.4
C -1.24511 -2.17032 -0.61468 -2.0 -0.4 -1.9
C -0.54500 0.07149 0.45716 -2.6 -3.6 3.3
C 0.51326 0.79554 -0.26247 0.6 0.8 -0.3
N 1.46999 -0.09615 -1.02663 0.8 0.1 0.8
C 1.43297 1.69672 0.68875 -2.3 0.7 -1.4
O 2.73726 1.60973 0.27271 1.4 -1.2 -0.8
H -3.88142 -1.06874 0.30394 1.2 0.5 -0.1
H -2.81888 -1.91561 1.29587 0.4 1.4 0.4
H -2.96513 -0.01409 1.37418 0.0 -0.4 0.5
H -2.08511 -0.21358 -1.10537 0.2 -0.6 0.5
H -1.31784 -2.90525 0.16220 0.8 -0.1 0.9
H -1.99095 -2.62708 -1.32704 0.6 0.7 0.4
H -0.32838 -2.19464 -1.18029 0.6 -0.2 0.1
H -1.02709 0.62751 1.30620 0.5 0.7 -1.3
H -0.29849 -0.79961 1.15657 1.5 1.1 -0.7
H 0.00698 1.44826 -0.99454 0.5 -0.3 -0.1
H 2.16629 0.47685 -1.52430 -0.6 -0.1 -0.3
H 2.08602 -0.53725 -0.33654 -0.2 -0.3 0.1
H 1.04428 -0.83532 -1.57325 -0.2 0.1 -0.4
H 1.30504 1.31058 1.69336 0.0 0.4 0.3
H 0.96475 2.68563 0.45653 0.6 -0.4 1.2
H 3.33337 2.35811 0.23928 -0.5 0.6 0.4
```
Positions in Å, forces in eV/Å.

Calculated values
- Energy relative to the best compared isomer or geometry (same formula, charge and spin): 2.005 eV
- Multiplicity: 1
- Highest occupied orbital energy: -14.236 eV
- Gap between HOMO and LUMO: 10.985 eV
- DFT total energy: -10011.307 eV
- SMILES string: CC(C)C[C@H]([NH3+])CO
- Max |F|: 5.5 eV/Å
- Total charge: +1

Results of the Löwdin charge analysis, in e, for atoms 1 through 4: number 1, C, carries -0.0882; number 2, C, carries -0.4275; number 3, C, carries -0.0861; number 4, C, carries -0.1545